Entry 1:
# C30H57BO2P2Pd

A structure of composition C30H57BO2P2Pd at a distorted geometry (ωB97M-V/def2-TZVPD, OMol25).

## Properties
Orbital gap (alpha / beta)   0.2445 / 0.1675 Eh
E_HOMO (alpha / beta)   -11.8 / -13.3 eV

The geometry in ORCA input format:
```
! RIJCOSX wB97M-V def2-TZVPD def2/J DEFGRID3
* xyz 2 5
Pd -0.21 -1.51 -0.68
C 1.26 -1.33 1.71
C 1.61 -2.30 0.68
C 2.10 -0.18 -0.10
C 1.66 -0.07 1.25
C 2.18 -1.60 -0.39
C 0.82 -1.66 3.09
H 0.04 -2.43 3.09
H 0.42 -0.79 3.61
H 1.67 -2.03 3.69
C 1.93 1.11 2.13
H 1.20 1.24 2.94
H 1.99 2.06 1.58
H 2.93 0.92 2.60
C 3.03 0.81 -0.73
H 4.10 0.57 -0.50
H 2.81 1.85 -0.45
H 2.95 0.78 -1.82
C 2.83 -2.20 -1.57
H 3.66 -2.85 -1.23
H 3.25 -1.43 -2.24
H 2.14 -2.81 -2.17
C 1.53 -3.76 0.84
H 2.42 -4.10 1.40
H 1.55 -4.24 -0.14
H 0.62 -4.06 1.39
C -2.27 -1.50 -0.72
C -1.59 -2.35 0.13
C -1.81 -3.82 0.09
C -0.98 -4.44 -1.05
C -0.36 -3.29 -1.86
C -1.08 -2.52 -2.65
C -2.60 -2.81 -2.82
C -3.33 -2.12 -1.65
H -2.86 -4.16 -0.03
H -1.59 -5.17 -1.64
H -1.52 -4.32 1.02
H -3.98 -2.88 -1.18
H -2.48 -0.39 -0.47
H -1.02 -2.01 1.07
H -4.04 -1.40 -2.07
H -2.95 -2.44 -3.78
H -0.65 -2.31 -3.71
H -2.89 -3.87 -2.91
H -0.25 -5.17 -0.66
H 0.64 -3.73 -2.27
P -2.04 0.95 1.71
C -1.40 1.96 3.08
H -2.25 2.38 3.64
H -0.80 2.78 2.65
H -0.76 1.33 3.73
C -3.39 1.90 0.91
H -4.12 2.21 1.68
H -3.86 1.26 0.13
H -2.89 2.77 0.43
C -2.82 -0.47 2.55
H -3.23 -1.16 1.80
H -3.59 -0.14 3.27
H -2.03 -1.05 3.06
P -0.54 1.13 -2.43
C 0.49 -0.05 -3.42
H 0.22 -0.18 -4.47
H 0.48 -1.03 -2.91
H 1.51 0.29 -3.38
C -2.26 0.80 -2.95
H -2.52 -0.26 -2.95
H -2.55 1.17 -3.94
H -2.93 1.28 -2.24
C -0.17 2.76 -3.14
H -0.32 2.81 -4.23
H 0.87 2.98 -2.91
H -0.82 3.49 -2.66
C -0.02 5.06 2.05
C -0.16 4.78 0.59
C -1.02 5.91 0.09
O -0.81 3.42 0.38
B 0.08 2.50 -0.17
O 1.31 3.12 -0.30
C 1.24 4.61 -0.11
C 1.33 5.31 -1.45
C 2.44 5.12 0.64
H 0.40 6.06 2.25
H 0.63 4.36 2.58
H -0.97 5.00 2.57
H -1.98 5.94 0.62
H -0.55 6.90 0.23
H -1.26 5.86 -0.97
H 1.33 6.40 -1.30
H 2.25 5.01 -1.97
H 0.53 5.04 -2.13
H 2.63 4.70 1.62
H 3.37 4.96 0.08
H 2.41 6.21 0.81
*
```

***

Entry 2:
# C2H2N2O2S

A cluster of 2 separate species, C2H2N2O2S in total at a distorted geometry (ωB97M-V/def2-TZVPD, OMol25).

## Properties
Orbital gap   0.3432 Eh
Energy above the lowest of the compared OMol25 structures with the same formula, charge and spin   2.965 eV
E_HOMO   -9.3 eV

The geometry in ORCA input format:
```
! RIJCOSX wB97M-V def2-TZVPD def2/J DEFGRID3
* xyz 0 1
C 0.79 1.12 1.96
C -0.27 0.19 -1.30
N -1.46 0.07 -1.35
N 0.26 2.04 2.39
O -0.52 2.93 2.52
O 0.88 0.24 -1.51
S 1.98 -0.10 2.14
H 2.13 -0.42 0.81
H -1.93 0.21 -0.40
*
```

***

Entry 3:
# C5H6ClNO

A cluster of 2 separate species, C5H6ClNO in total at a distorted geometry (ωB97M-V/def2-TZVPD, OMol25).

## Properties
Orbital gap   0.3582 Eh
Energy above the lowest of the compared OMol25 structures with the same formula, charge and spin   6.077 eV
E_HOMO   -10.3 eV

The geometry in ORCA input format:
```
! RIJCOSX wB97M-V def2-TZVPD def2/J DEFGRID3
* xyz 0 1
C 0.87 -1.02 -0.20
C 1.07 -0.77 1.33
C 0.22 0.10 0.36
C -1.24 0.28 0.93
C 0.89 1.29 -0.02
H 2.30 -1.58 -2.05
H 0.20 -1.82 -0.59
H 1.87 -0.20 1.79
H 0.39 -1.19 2.10
H -1.37 1.35 1.21
H -1.68 -0.28 1.98
N 1.43 2.20 -0.46
O 2.28 -0.99 -0.76
Cl -2.40 -0.18 -0.56
*
```

***

Short version: E_tot = -58842.30177, -20013.38404, -21336.40572 eV, in the order given.